Here is 11 unconnected molecules or ions with the total composition C99H209N11O11 from OMol25. Energies are from ωB97M-V/def2-TZVPD.

Geometry as ORCA input:
```
! RIJCOSX wB97M-V def2-TZVPD def2/J DEFGRID3
* xyz 0 1
C 6.83 2.62 3.29
C 6.46 1.21 2.81
C 7.41 0.20 3.45
C 5.04 0.91 3.22
C 4.46 -0.37 2.52
C 4.48 -0.18 0.99
C 5.88 0.23 0.44
C 6.78 -1.03 0.25
C 5.68 1.01 -0.88
N 6.59 1.22 1.32
O 7.98 1.46 1.04
H 7.83 2.93 2.98
H 6.12 3.35 2.90
H 6.77 2.67 4.38
H 7.29 0.36 4.52
H 7.42 -0.85 3.19
H 8.43 0.54 3.23
H 5.07 0.64 4.27
H 4.37 1.75 3.05
H 5.07 -1.25 2.74
H 3.45 -0.67 2.81
H 3.80 0.62 0.70
H 3.95 -0.96 0.44
H 6.26 -1.81 -0.30
H 7.03 -1.48 1.21
H 7.81 -0.97 -0.12
H 5.23 1.99 -0.78
H 5.04 0.47 -1.58
H 6.66 1.13 -1.34
H 8.06 2.41 0.92
C -3.57 4.28 6.59
C -4.46 3.43 5.66
C -5.42 4.37 4.87
C -3.49 2.80 4.62
C -2.70 1.54 5.19
C -3.71 0.53 5.82
C -4.60 1.10 6.97
C -5.77 0.06 7.13
C -3.89 1.44 8.35
N -5.24 2.35 6.39
O -6.30 2.87 7.12
H -4.14 4.46 7.50
H -2.60 3.94 6.97
H -3.35 5.19 6.04
H -5.94 5.02 5.58
H -4.90 5.02 4.17
H -6.06 3.69 4.31
H -4.06 2.66 3.70
H -2.62 3.44 4.56
H -2.16 1.13 4.33
H -1.95 1.83 5.93
H -3.13 -0.28 6.27
H -4.29 0.15 4.98
H -5.33 -0.79 7.66
H -6.21 -0.19 6.16
H -6.57 0.43 7.77
H -3.17 0.68 8.64
H -4.56 1.80 9.14
H -3.20 2.27 8.21
H -5.81 3.49 7.66
C 1.48 4.84 1.76
C 0.84 4.98 3.12
C -0.43 5.86 2.93
C 0.37 3.63 3.62
C 1.51 2.73 4.15
C 2.21 3.47 5.33
C 2.75 4.84 4.86
C 3.17 5.62 6.24
C 4.01 4.73 3.99
N 1.70 5.58 4.18
O 1.99 6.98 4.00
H 2.19 5.65 1.60
H 2.13 3.96 1.83
H 0.78 4.90 0.93
H -1.11 5.90 3.78
H -0.19 6.88 2.62
H -1.09 5.35 2.23
H -0.44 3.70 4.34
H -0.10 3.13 2.77
H 1.06 1.79 4.48
H 2.15 2.42 3.33
H 3.05 2.84 5.62
H 1.61 3.53 6.23
H 3.93 5.12 6.83
H 2.34 5.91 6.88
H 3.66 6.54 5.94
H 4.62 3.98 4.51
H 4.63 5.62 3.88
H 3.85 4.19 3.06
H 1.34 7.38 4.58
C 5.68 4.91 -4.61
C 4.85 4.16 -5.60
C 4.81 4.89 -7.01
C 5.40 2.79 -5.74
C 5.20 1.74 -4.64
C 3.74 1.68 -4.32
C 2.98 3.03 -4.17
C 1.50 2.78 -4.28
C 3.23 3.52 -2.75
N 3.40 4.05 -5.12
O 2.88 5.34 -5.04
H 5.35 5.94 -4.53
H 5.62 4.53 -3.59
H 6.75 4.87 -4.81
H 3.97 4.51 -7.59
H 4.67 5.97 -6.98
H 5.62 4.56 -7.67
H 5.20 2.39 -6.73
H 6.49 2.74 -5.73
H 5.40 0.69 -4.90
H 5.85 1.92 -3.79
H 3.68 1.18 -3.35
H 3.19 1.15 -5.10
H 0.84 3.63 -4.11
H 1.17 1.89 -3.75
H 1.31 2.58 -5.34
H 2.91 4.55 -2.61
H 4.29 3.51 -2.49
H 2.66 2.95 -2.02
H 3.47 5.89 -4.53
C 3.90 -5.81 3.15
C 2.80 -5.79 2.08
C 1.41 -5.63 2.77
C 2.96 -4.54 1.17
C 4.17 -4.71 0.33
C 4.12 -5.98 -0.48
C 3.83 -7.30 0.28
C 3.29 -8.37 -0.76
C 5.15 -7.74 0.93
N 2.76 -7.03 1.21
O 2.48 -8.25 1.91
H 3.73 -6.73 3.70
H 4.88 -5.84 2.67
H 3.87 -4.96 3.84
H 1.36 -4.68 3.31
H 0.67 -5.51 1.98
H 1.27 -6.40 3.53
H 2.09 -4.30 0.55
H 3.00 -3.59 1.70
H 4.30 -3.86 -0.34
H 5.13 -4.77 0.85
H 5.01 -6.13 -1.08
H 3.23 -5.78 -1.09
H 4.04 -8.48 -1.54
H 2.36 -7.98 -1.17
H 3.02 -9.34 -0.35
H 5.59 -8.43 0.22
H 5.07 -8.34 1.84
H 6.03 -7.10 1.05
H 1.71 -8.61 1.45
C 1.85 -5.94 -4.09
C 1.55 -4.55 -4.67
C 0.01 -4.53 -4.99
C 1.96 -3.57 -3.59
C 1.99 -2.09 -4.11
C 2.96 -2.10 -5.31
C 2.78 -3.10 -6.46
C 1.81 -2.63 -7.46
C 4.16 -3.13 -7.15
N 2.41 -4.40 -5.86
O 2.23 -5.40 -6.80
H 2.87 -6.18 -3.82
H 1.09 -6.26 -3.37
H 1.72 -6.73 -4.83
H -0.29 -3.65 -5.55
H -0.32 -5.33 -5.65
H -0.52 -4.50 -4.04
H 1.41 -3.64 -2.65
H 2.98 -3.83 -3.28
H 1.01 -1.83 -4.51
H 2.32 -1.39 -3.35
H 3.99 -2.11 -4.96
H 2.93 -1.10 -5.74
H 1.64 -3.32 -8.29
H 1.98 -1.68 -7.96
H 0.79 -2.63 -7.06
H 4.20 -3.88 -7.94
H 4.98 -3.43 -6.50
H 4.42 -2.09 -7.35
H 1.51 -4.96 -7.25
C -5.17 -4.72 -0.76
C -6.31 -3.65 -0.62
C -7.65 -4.42 -0.74
C -6.09 -2.97 0.73
C -6.97 -1.79 0.95
C -6.76 -0.72 -0.13
C -6.82 -1.29 -1.62
C -8.31 -1.30 -2.16
C -6.04 -0.28 -2.45
N -6.12 -2.64 -1.72
O -6.11 -3.18 -2.99
H -5.19 -5.58 -0.09
H -5.21 -5.21 -1.73
H -4.20 -4.24 -0.61
H -7.84 -5.15 0.05
H -8.41 -3.66 -0.60
H -7.77 -4.88 -1.72
H -6.31 -3.64 1.56
H -5.04 -2.65 0.75
H -8.02 -2.06 0.97
H -6.77 -1.33 1.92
H -5.86 -0.15 0.10
H -7.57 0.00 -0.15
H -8.34 -1.65 -3.20
H -8.82 -0.35 -2.01
H -8.86 -1.99 -1.52
H -5.02 -0.05 -2.12
H -6.58 0.66 -2.31
H -6.01 -0.52 -3.51
H -5.19 -3.30 -3.24
C 1.16 -0.95 -0.07
C 0.14 0.19 -0.25
C 0.86 1.52 -0.15
C -0.39 0.11 -1.73
C -1.45 -1.00 -1.92
C -2.50 -0.84 -0.84
C -2.02 -0.79 0.64
C -3.27 -0.31 1.56
C -1.69 -2.25 1.18
N -0.94 0.17 0.73
O -0.43 0.37 2.01
H 0.82 -1.88 -0.52
H 2.09 -0.71 -0.58
H 1.46 -1.01 0.97
H 1.56 1.62 -0.98
H 0.14 2.34 -0.16
H 1.46 1.60 0.76
H -0.93 1.05 -1.81
H 0.26 0.11 -2.61
H -1.89 -0.76 -2.89
H -0.91 -1.94 -1.98
H -3.16 -1.69 -1.02
H -3.14 0.02 -1.01
H -3.95 -1.15 1.67
H -3.80 0.51 1.08
H -3.00 -0.01 2.58
H -2.58 -2.86 1.09
H -1.30 -2.19 2.19
H -0.85 -2.73 0.67
H -0.51 1.32 2.10
C -1.91 -1.56 -9.65
C -3.04 -0.79 -8.94
C -3.96 -0.16 -10.02
C -4.05 -1.69 -8.18
C -3.62 -2.23 -6.77
C -3.31 -1.05 -5.86
C -2.36 0.03 -6.52
C -2.47 1.39 -5.78
C -0.94 -0.49 -6.32
N -2.67 0.29 -8.02
O -1.82 1.26 -8.59
H -1.67 -1.07 -10.59
H -1.04 -1.47 -9.00
H -2.29 -2.58 -9.77
H -4.70 0.53 -9.63
H -3.30 0.40 -10.69
H -4.42 -0.90 -10.68
H -5.01 -1.25 -7.92
H -4.29 -2.58 -8.76
H -4.36 -2.79 -6.19
H -2.70 -2.81 -6.80
H -2.86 -1.41 -4.93
H -4.25 -0.55 -5.60
H -1.63 1.98 -5.42
H -2.87 1.20 -4.79
H -3.24 2.00 -6.24
H -0.15 0.17 -6.68
H -0.90 -1.41 -6.91
H -0.73 -0.70 -5.27
H -2.46 1.97 -8.70
C -4.40 3.19 -3.25
C -3.85 3.91 -1.98
C -2.53 3.25 -1.44
C -3.42 5.39 -2.44
C -3.01 6.36 -1.28
C -4.24 6.54 -0.37
C -4.93 5.14 0.04
C -4.09 4.59 1.14
C -6.39 5.51 0.41
N -4.91 4.07 -1.02
O -5.53 2.86 -0.68
H -4.18 2.12 -3.28
H -5.49 3.22 -3.38
H -4.03 3.67 -4.16
H -2.74 2.34 -0.88
H -1.89 3.11 -2.31
H -1.99 3.92 -0.78
H -2.57 5.23 -3.11
H -4.21 5.83 -3.05
H -2.08 6.05 -0.80
H -2.77 7.33 -1.73
H -4.88 7.20 -0.94
H -4.05 7.25 0.43
H -3.76 5.37 1.84
H -3.14 4.08 1.01
H -4.66 4.10 1.93
H -6.99 4.60 0.36
H -6.94 6.24 -0.18
H -6.40 5.81 1.46
H -6.40 2.93 -1.08
C -0.01 -0.13 7.27
C 0.68 -1.32 6.48
C -0.10 -1.66 5.26
C 2.03 -0.74 6.03
C 3.04 -1.84 5.69
C 3.22 -2.83 6.83
C 1.83 -3.48 7.32
C 1.44 -4.53 6.31
C 2.07 -4.09 8.73
N 0.82 -2.44 7.46
O -0.42 -2.91 7.92
H 0.04 0.76 6.64
H -1.04 -0.39 7.49
H 0.59 0.17 8.13
H 0.49 -2.16 4.49
H -0.91 -2.37 5.42
H -0.38 -0.70 4.83
H 1.87 -0.13 5.14
H 2.43 -0.11 6.83
H 2.74 -2.33 4.76
H 4.00 -1.35 5.49
H 3.73 -2.50 7.74
H 3.83 -3.60 6.35
H 2.17 -5.30 6.08
H 1.31 -4.01 5.36
H 0.52 -5.05 6.58
H 2.48 -3.45 9.51
H 2.86 -4.83 8.58
H 1.21 -4.58 9.19
H -0.70 -3.47 7.19
*
```

DFT total energy in eV: -144947.108
HOMO level in eV: -8.00
Molar mass in g mol⁻¹: 1729.83
Kohn-Sham gap in Eh: 0.3077

These are the Löwdin partial charges, in e, on atoms 1 to 5:
1 C -0.029
2 C -0.520
3 C -0.031
4 C -0.115
5 C -0.145

Here is a molecular structure, C9H10 from OMol25. Energies are from ωB97M-V/def2-TZVPD.

Geometry as ORCA input:
```
! RIJCOSX wB97M-V def2-TZVPD def2/J DEFGRID3
* xyz 0 1
C 1.02 -1.16 -0.65
C 1.35 -0.45 0.72
C 0.56 0.86 1.12
C -0.75 1.13 0.44
C -0.89 -0.41 0.60
C -0.49 -0.91 -0.88
C -0.41 0.25 -1.80
C -0.72 1.31 -1.08
C 0.21 -0.48 1.61
H 1.51 -1.03 -1.74
H 1.09 -2.19 -0.24
H 2.42 -0.18 0.95
H 1.04 1.59 1.67
H -1.51 1.77 1.06
H -1.86 -0.63 1.00
H -1.03 -1.78 -1.27
H -0.17 0.12 -2.89
H -0.76 2.36 -1.60
H 0.02 -0.85 2.53
*
```

DFT total energy in eV: -9490.679
HOMO level in eV: -8.65
Molar mass in g mol⁻¹: 118.18
Kohn-Sham gap in Eh: 0.3584

These are the Löwdin partial charges, in e, on atoms 1 to 5:
1 C -0.119
2 C -0.131
3 C -0.147
4 C -0.191
5 C -0.162

Here is a molecular structure, C9H10BiN2Se from OMol25. Energies are from ωB97M-V/def2-TZVPD.

Geometry as ORCA input:
```
! RIJCOSX wB97M-V def2-TZVPD def2/J DEFGRID3
* xyz -1 1
C -0.16 -0.10 -2.05
C 0.16 -1.40 -1.50
C 1.54 -1.38 -1.06
C 2.07 -0.05 -1.32
C 1.01 0.74 -1.93
Bi 0.32 0.21 0.31
C -0.87 -1.45 1.60
C -1.92 -0.83 1.01
C -3.08 -0.47 0.50
N -0.84 1.65 0.53
H 2.07 -2.19 -0.59
H -0.52 -2.23 -1.43
H 3.05 0.29 -1.08
H 1.08 1.77 -2.22
H -1.12 0.20 -2.44
H -0.40 -2.32 1.13
H -1.53 2.40 0.52
H -0.53 -1.15 2.60
H -3.97 -1.04 0.75
H -3.18 0.40 -0.16
Se 3.16 3.23 3.18
C 2.15 2.20 2.17
N 1.51 1.51 1.50
*
```

DFT total energy in eV: -83653.344
HOMO level in eV: -3.33
Molar mass in g mol⁻¹: 434.13
Kohn-Sham gap in Eh: 0.2407

These are the Löwdin partial charges, in e, on atoms 1 to 5:
1 C -0.227
2 C -0.278
3 C -0.292
4 C -0.266
5 C -0.233

Here is a single C9H10ClN3 molecule from OMol25. Energies are from ωB97M-V/def2-TZVPD.

Geometry as ORCA input:
```
! RIJCOSX wB97M-V def2-TZVPD def2/J DEFGRID3
* xyz 0 3
C -2.10 -0.69 -0.08
C -1.35 0.06 0.83
C 1.15 -2.18 0.36
C 1.55 -1.62 -0.94
C 0.62 -1.45 1.35
C 1.61 -0.29 -1.19
C 0.02 -0.14 1.27
C 1.29 0.80 -0.23
C 0.55 1.95 -0.77
N -3.15 0.07 -0.48
N -2.04 1.20 1.07
N -3.03 1.12 0.24
Cl 2.83 1.14 0.71
H -1.92 -1.67 -0.44
H 1.52 -3.11 0.48
H 1.82 -2.39 -1.76
H 0.62 -1.98 2.28
H 2.09 -0.07 -2.09
H 0.40 0.43 2.02
H -0.43 1.81 -0.80
H 0.97 2.27 -1.78
H 0.57 2.78 -0.15
H -3.60 1.97 0.12
*
```

DFT total energy in eV: -26480.952
HOMO level (alpha / beta) in eV: -5.75 / -8.76
Molar mass in g mol⁻¹: 195.65
Kohn-Sham gap (alpha / beta) in Eh: 0.2304 / 0.2419
Expectation value of S²: 2.02

These are the Löwdin partial charges, in e, on atoms 1 to 5:
1 C -0.065
2 C -0.289
3 C -0.090
4 C -0.089
5 C -0.098

Here is a molecular structure, C9H10F3IrN from OMol25. Energies are from ωB97M-V/def2-TZVPD.

Geometry as ORCA input:
```
! RIJCOSX wB97M-V def2-TZVPD def2/J DEFGRID3
* xyz -1 5
C 1.10 -1.07 -1.22
C -0.32 -1.16 -1.50
C -0.93 -2.01 -0.46
C 0.12 -2.40 0.44
C 1.36 -1.82 -0.03
Ir -0.18 -0.15 0.34
C -1.10 1.56 -0.30
C 0.24 2.10 -0.50
C 1.01 2.53 -1.56
N 0.68 1.51 0.76
H -1.94 -2.38 -0.48
H -0.82 -0.89 -2.42
H -0.03 -2.97 1.34
H 2.31 -1.82 0.50
H 1.82 -0.52 -1.84
H -1.64 1.50 -1.24
H 1.62 1.88 0.95
H -1.45 1.88 0.65
H 0.49 2.91 -2.44
H 2.21 2.21 -1.51
F -2.13 -1.02 2.40
C -1.02 -0.24 2.27
F -1.40 1.03 2.73
F 0.01 -0.67 3.12
*
```

DFT total energy in eV: -21968.180
HOMO level (alpha / beta) in eV: -0.05 / -3.46
Molar mass in g mol⁻¹: 381.40
Kohn-Sham gap (alpha / beta) in Eh: 0.1230 / 0.2111
Expectation value of S²: 6.02

These are the Löwdin partial charges, in e, on atoms 1 to 5:
1 C -0.241
2 C -0.287
3 C -0.244
4 C -0.263
5 C -0.234

Here is 2 unconnected molecules or ions with the total composition C9H10F3N2O4S2 from OMol25. Energies are from ωB97M-V/def2-TZVPD.

Geometry as ORCA input:
```
! RIJCOSX wB97M-V def2-TZVPD def2/J DEFGRID3
* xyz -1 1
C -0.86 4.65 -1.19
N -2.16 3.85 -1.65
O -1.99 3.04 -2.57
O -3.23 4.17 -1.15
H -1.13 5.68 -1.46
H -0.05 4.23 -1.77
C -0.20 -0.22 -1.60
N 0.05 -0.30 -0.21
S -0.62 4.59 0.54
C 0.83 3.48 0.69
F 1.98 4.21 0.89
F 0.66 2.68 1.76
F 1.02 2.71 -0.41
S -0.91 -0.86 0.89
C 0.03 -2.35 1.20
C -0.58 -3.55 0.83
C 0.24 -4.63 0.51
C 1.63 -4.54 0.68
C 2.19 -3.39 1.24
C 1.39 -2.28 1.53
O -0.88 -0.06 2.09
O -2.19 -1.30 0.39
H 0.28 0.72 -1.94
H 0.34 -1.06 -2.09
H -1.26 -0.24 -1.91
H -1.67 -3.58 0.75
H -0.22 -5.53 0.11
H 2.26 -5.40 0.41
H 3.26 -3.34 1.45
H 1.79 -1.37 1.98
*
```

DFT total energy in eV: -50485.322
HOMO level in eV: -3.62
Molar mass in g mol⁻¹: 331.32
Kohn-Sham gap in Eh: 0.2130

These are the Löwdin partial charges, in e, on atoms 1 to 5:
1 C -0.377
2 N -0.400
3 O 0.061
4 O 0.039
5 H 0.089

Here is a molecular structure, C9H10FI2N2O from OMol25. Energies are from ωB97M-V/def2-TZVPD.

Geometry as ORCA input:
```
! RIJCOSX wB97M-V def2-TZVPD def2/J DEFGRID3
* xyz 1 1
C -0.84 2.60 1.60
C -1.70 0.87 0.30
C -0.53 1.40 1.07
C -1.67 -0.12 -0.53
C 1.93 -0.72 -0.32
C -2.75 1.97 0.63
C 3.24 -0.57 0.32
C 1.87 -1.66 -1.49
C -2.10 -1.25 -1.11
N 0.57 0.56 1.09
N 0.83 -0.23 0.03
O -2.04 3.03 1.20
F -1.67 -1.54 -2.39
I -1.73 -3.06 0.02
I -4.40 -0.98 -1.40
H -0.11 3.32 2.09
H -3.27 2.26 -0.24
H -3.49 1.45 1.48
H 3.55 -1.55 0.85
H 4.08 -0.61 -0.41
H 3.45 0.19 1.00
H 1.14 -1.40 -2.30
H 2.84 -1.69 -2.05
H 1.56 -2.67 -1.40
H 1.23 0.39 1.96
*
```

DFT total energy in eV: -33428.538
HOMO level (alpha / beta) in eV: -11.83 / -11.83
Molar mass in g mol⁻¹: 435.00
Kohn-Sham gap (alpha / beta) in Eh: 0.2112 / 0.2110

These are the Löwdin partial charges, in e, on atoms 1 to 5:
1 C -0.008
2 C -0.097
3 C -0.160
4 C -0.061
5 C -0.354

Here is a single C9H10FN3S molecule from OMol25. Energies are from ωB97M-V/def2-TZVPD.

Geometry as ORCA input:
```
! RIJCOSX wB97M-V def2-TZVPD def2/J DEFGRID3
* xyz 0 1
C 3.67 -0.07 0.50
C 2.17 0.48 0.17
F 1.42 0.52 1.48
C 1.27 -0.53 -0.80
C -0.32 -0.20 -0.40
C -1.29 -1.39 0.18
N -0.72 -2.78 0.34
C -2.85 -1.01 0.55
C -3.41 0.55 0.39
C -2.42 1.75 -0.15
N -2.67 3.23 -0.35
S -1.22 3.99 -1.02
N -0.15 2.59 -1.07
C -0.87 1.36 -0.57
H 4.29 0.87 0.90
H 3.56 -0.85 1.40
H 4.26 -0.51 -0.41
H 2.16 1.54 -0.34
H 1.53 -1.68 -0.62
H 1.48 -0.35 -1.96
H -0.30 -3.13 -0.55
H -1.45 -3.44 0.72
H -3.61 -1.82 0.94
H -4.52 0.86 0.66
*
```

DFT total energy in eV: -27507.671
HOMO level in eV: -7.96
Molar mass in g mol⁻¹: 211.27
Kohn-Sham gap in Eh: 0.2430

These are the Löwdin partial charges, in e, on atoms 1 to 5:
1 C -0.086
2 C -0.284
3 F -0.125
4 C -0.120
5 C -0.048

Number 1: strongest force on any atom 3.8 eV/A. Number 2: strongest force on any atom 4.5 eV/A. Number 3: strongest force on any atom 5.0 eV/A. Number 4: strongest force on any atom 5.3 eV/A. Number 5: strongest force on any atom 6.6 eV/A. Number 6: strongest force on any atom 2.9 eV/A. Number 7: strongest force on any atom 4.2 eV/A. Number 8: strongest force on any atom 6.3 eV/A.